[1]
# C40H62AsCl4N5O4PSi3Tl

A structure of composition C40H62AsCl4N5O4PSi3Tl (the ωB97M-V functional and the def2-TZVPD basis, the OMol25 dataset).

Geometry as XYZ:
```
121
C40H62AsCl4N5O4PSi3Tl the ωB97M-V functional and the def2-TZVPD basis
Tl -0.86 0.11 0.78
N 1.67 -0.33 -0.39
C 2.87 -1.10 -0.69
C 3.51 -1.74 0.54
C 2.91 -3.03 1.13
C 1.65 -2.95 1.99
N 0.42 -3.19 1.23
H 1.30 0.11 -1.23
H 1.87 0.41 0.29
H 3.64 -0.46 -1.15
H 2.62 -1.87 -1.42
H 3.56 -0.98 1.32
H 4.55 -1.98 0.25
H 3.70 -3.47 1.76
H 2.72 -3.74 0.31
H 1.57 -1.95 2.45
H 1.74 -3.68 2.81
H -0.35 -3.35 1.88
H 0.52 -4.02 0.66
Cl 1.40 5.73 -4.55
C 0.84 4.28 -3.74
C 1.41 3.04 -4.08
C 0.95 1.91 -3.47
C -0.11 1.90 -2.49
O -0.57 0.82 -2.04
C -0.59 3.21 -2.12
C -1.55 3.43 -1.06
O -2.00 2.63 -0.26
C -0.13 4.36 -2.78
H 2.20 3.01 -4.82
H 1.40 0.95 -3.72
H -1.88 4.49 -0.98
H -0.55 5.33 -2.52
C 0.29 -2.05 -5.17
Si -0.46 -3.25 -3.90
C 1.01 -4.18 -3.10
C -1.37 -4.57 -4.94
As -1.56 -2.06 -2.19
Si -2.99 -3.81 -1.45
C -4.13 -4.82 -2.62
C -4.11 -3.20 -0.06
C -1.86 -5.16 -0.70
Si -3.04 -0.81 -3.54
C -4.07 -1.82 -4.80
C -4.29 0.02 -2.40
C -2.27 0.52 -4.66
H 1.09 -2.50 -5.75
H 0.69 -1.18 -4.65
H -0.48 -1.69 -5.86
H 1.88 -4.22 -3.75
H 0.73 -5.20 -2.84
H 1.29 -3.66 -2.18
H -0.82 -4.82 -5.86
H -2.36 -4.22 -5.24
H -1.50 -5.49 -4.37
H -4.95 -4.22 -3.02
H -4.56 -5.66 -2.08
H -3.57 -5.22 -3.47
H -4.88 -2.51 -0.43
H -3.52 -2.67 0.68
H -4.61 -4.03 0.44
H -0.85 -5.09 -1.11
H -2.23 -6.17 -0.91
H -1.80 -5.04 0.38
H -4.60 -2.66 -4.33
H -3.44 -2.23 -5.59
H -4.82 -1.17 -5.26
H -5.05 -0.68 -2.05
H -4.80 0.85 -2.90
H -3.79 0.41 -1.52
H -1.20 0.37 -4.80
H -2.40 1.51 -4.22
H -2.74 0.52 -5.65
N 1.11 1.31 1.98
P 2.02 2.29 2.69
C 2.21 2.12 4.53
C 1.27 1.31 5.15
C 1.31 1.09 6.52
C 2.31 1.69 7.28
C 3.27 2.48 6.66
C 3.23 2.69 5.29
C 3.80 2.28 2.18
C 4.64 1.27 2.68
C 5.89 1.05 2.13
C 6.32 1.81 1.05
C 5.50 2.80 0.54
C 4.25 3.03 1.10
C 1.61 4.10 2.52
C 0.89 4.39 1.36
C 0.43 5.67 1.11
C 0.65 6.68 2.04
C 1.34 6.40 3.21
C 1.82 5.11 3.45
H 0.52 0.84 4.52
H 0.57 0.46 6.99
H 2.34 1.54 8.35
H 4.06 2.93 7.25
H 4.00 3.28 4.80
H 4.30 0.68 3.52
H 6.53 0.28 2.54
H 7.29 1.62 0.60
H 5.84 3.40 -0.30
H 3.61 3.81 0.70
H 0.69 3.57 0.67
H -0.12 5.88 0.19
H 0.28 7.68 1.85
H 1.50 7.18 3.94
H 2.36 4.91 4.36
N -4.55 1.49 1.26
N -4.65 0.08 1.04
H -4.21 1.68 2.20
H -3.84 1.84 0.63
H -5.47 -0.25 1.53
H -3.85 -0.43 1.42
Cl -2.25 0.80 3.89
C -2.92 -0.67 4.63
Cl -4.70 -0.60 4.54
Cl -2.45 -0.72 6.34
C -2.44 -2.03 3.85
O -2.33 -3.00 4.57
O -2.30 -1.85 2.62
```

Results
Relative energy (zero: lowest compared OMol25 entry of this formula, charge and spin): 0.197 eV
Frontier orbital gap: 0.248 Ha
Charge: -2
LUMO: 0.14607 hartree
E_HOMO: -2.787 eV

[2]
# C20H25Cl3FIN7O7Ta

A structure of composition C20H25Cl3FIN7O7Ta (the ωB97M-V functional and the def2-TZVPD basis, the OMol25 dataset).

Geometry as XYZ:
```
65
C20H25Cl3FIN7O7Ta the ωB97M-V functional and the def2-TZVPD basis
Ta -0.27 -0.25 0.85
O 1.65 0.61 -3.51
C 1.41 0.75 -2.23
O 0.40 0.34 -1.68
C 2.50 1.52 -1.50
O 2.65 1.07 -0.17
C 3.46 -0.10 -0.03
C 2.60 -1.33 0.21
O 2.98 -2.45 0.07
O 1.36 -1.00 0.63
H 0.96 0.13 -3.98
H 2.19 2.56 -1.45
H 3.44 1.47 -2.06
H 4.08 0.04 0.85
H 4.10 -0.27 -0.90
C -3.71 0.51 4.33
N -4.16 -0.02 3.05
C -5.56 -0.44 2.97
C -3.32 -0.09 2.01
N -2.14 0.47 1.97
N -3.77 -0.79 0.91
C -3.21 -0.75 -0.34
N -3.91 -1.33 -1.32
N -2.06 -0.15 -0.54
H -4.33 0.08 5.12
H -3.82 1.59 4.37
H -2.68 0.22 4.53
H -6.13 0.14 3.69
H -5.68 -1.50 3.21
H -5.99 -0.23 1.99
H -1.99 1.05 2.79
H -4.56 -1.40 1.04
H -4.80 -1.78 -1.16
H -3.50 -1.44 -2.23
H -1.74 -0.22 -1.50
F 5.96 -0.42 3.78
C 4.65 -0.30 3.62
C 4.08 0.96 3.60
C 2.71 1.08 3.44
C 1.90 -0.04 3.27
C 0.42 0.08 3.07
C 2.50 -1.30 3.32
C 3.87 -1.44 3.48
H 4.71 1.84 3.75
H 2.27 2.07 3.51
H 0.07 1.04 3.46
H -0.10 -0.71 3.61
H 1.89 -2.19 3.22
H 4.34 -2.41 3.51
I -1.32 5.72 -1.16
C -0.50 4.13 -0.11
C 0.57 4.16 0.76
N 0.76 2.90 1.19
N -0.13 2.06 0.64
C -0.90 2.80 -0.16
H 1.18 4.98 1.09
H 1.48 2.55 1.79
H -1.71 2.36 -0.71
Cl -0.94 -5.24 -0.80
C -0.94 -4.34 0.70
Cl -2.40 -4.69 1.63
Cl 0.51 -4.71 1.66
C -0.85 -2.83 0.44
O -0.54 -2.37 -0.65
O -1.08 -2.06 1.45
```

Results
Relative energy (zero: lowest compared OMol25 entry of this formula, charge and spin): 0.962 eV
Frontier orbital gap: 0.251 Ha
Charge: +2
LUMO: -0.24122 hartree
E_HOMO: -13.402 eV

[3]
# C33H75F9Mn2N6O12S2

A structure of composition C33H75F9Mn2N6O12S2 (the ωB97M-V functional and the def2-TZVPD basis, the OMol25 dataset).

Geometry as XYZ:
```
139
C33H75F9Mn2N6O12S2 the ωB97M-V functional and the def2-TZVPD basis
Mn 1.20 0.48 1.07
Mn -2.02 1.47 1.18
F -0.13 1.88 2.04
F -0.56 0.38 -0.09
F 2.67 1.18 2.48
C -5.57 2.98 -1.23
F -4.80 3.40 -2.26
F -6.64 3.71 -1.26
F -5.84 1.66 -1.36
S -4.79 3.22 0.52
O -5.34 4.46 1.01
O -5.30 2.04 1.21
N -3.02 2.95 0.22
S -2.64 4.45 -0.07
O -3.51 5.29 -0.92
O -2.19 5.06 1.13
C -1.11 4.06 -1.14
F -0.88 5.19 -1.94
F -0.03 3.80 -0.45
F -1.37 3.10 -2.10
C 0.21 -6.13 -6.59
C 0.50 -5.44 -5.22
C 0.88 -3.93 -5.54
C 0.91 -3.03 -4.26
C -0.36 -3.02 -3.52
C -1.03 -4.46 -3.29
N -0.77 -5.39 -4.43
O -1.29 -6.71 -4.30
C -0.29 -5.06 -2.06
C -2.57 -4.32 -3.14
C 1.59 -6.26 -4.59
H 1.05 -6.04 -7.28
H -0.72 -5.79 -7.04
H 0.15 -7.22 -6.53
H 1.87 -3.80 -5.97
H 0.20 -3.47 -6.26
H 1.18 -2.01 -4.52
H 1.70 -3.34 -3.57
H -1.15 -2.41 -3.97
H -0.03 -2.64 -2.55
H -0.64 -6.06 -1.82
H 0.77 -5.13 -2.29
H -0.33 -4.45 -1.16
H -3.00 -5.31 -3.02
H -2.82 -3.72 -2.26
H -3.11 -3.93 -4.01
H 2.07 -6.01 -3.65
H 2.49 -6.36 -5.19
H 1.24 -7.27 -4.40
H -2.00 -6.66 -4.94
C 4.13 -3.79 -2.12
O 3.77 -2.62 -1.53
C 4.17 -2.62 -0.18
C 3.41 -1.53 0.47
N 2.01 -1.34 0.05
C 1.05 -2.35 0.31
C 0.86 -2.48 1.87
O 0.50 -1.16 2.32
C 0.51 -1.17 3.76
H 5.18 -3.90 -1.85
H 4.04 -3.73 -3.20
H 3.59 -4.60 -1.64
H 5.24 -2.47 -0.10
H 3.84 -3.54 0.29
H 3.89 -0.56 0.30
H 3.54 -1.67 1.55
H 2.06 -1.39 -0.96
H 1.46 -3.24 -0.16
H 0.11 -2.10 -0.18
H 1.67 -2.99 2.39
H 0.00 -3.13 2.00
H -0.26 -1.88 4.07
H 0.17 -0.19 4.09
H 1.42 -1.55 4.22
C 3.25 0.50 5.70
O 3.01 1.76 5.13
C 1.77 2.23 5.67
C 1.23 3.48 4.98
N 1.62 3.70 3.60
C 0.93 4.85 3.07
C 0.84 6.15 4.00
O 2.08 6.40 4.61
C 2.01 7.27 5.73
H 2.41 -0.19 5.58
H 3.57 0.51 6.75
H 3.98 0.04 5.04
H 1.82 2.37 6.75
H 1.07 1.40 5.62
H 1.54 4.36 5.54
H 0.18 3.24 5.10
H 0.94 3.10 3.16
H -0.08 4.49 2.90
H 1.23 5.11 2.06
H 0.05 5.99 4.74
H 0.54 7.04 3.44
H 1.66 6.79 6.64
H 1.32 8.11 5.62
H 3.04 7.61 5.81
C -3.14 3.28 3.76
O -3.09 2.09 2.99
C -3.64 1.04 3.66
C -3.23 -0.25 2.91
N -3.31 -0.24 1.48
C -3.01 -1.46 0.77
C -3.68 -1.34 -0.58
O -5.04 -1.72 -0.27
C -5.89 -1.72 -1.41
H -4.17 3.64 3.74
H -2.37 3.92 3.33
H -2.76 3.11 4.77
H -4.73 1.03 3.66
H -3.48 0.95 4.73
H -3.83 -1.02 3.40
H -2.17 -0.30 3.16
H -4.30 -0.28 1.29
H -3.64 -2.21 1.25
H -1.94 -1.68 0.79
H -3.05 -2.02 -1.14
H -3.54 -0.41 -1.14
H -6.89 -1.82 -0.99
H -5.61 -2.52 -2.09
H -5.89 -0.78 -1.96
C 1.76 0.98 -2.49
C 2.75 1.87 -1.64
C 2.95 3.23 -2.38
O 3.89 3.03 -3.44
C 4.78 4.20 -3.76
N 2.21 1.96 -0.26
H 0.86 1.50 -2.80
H 1.33 0.22 -1.84
H 2.22 0.56 -3.39
H 3.74 1.40 -1.60
H 3.33 3.93 -1.64
H 1.99 3.57 -2.77
H 4.31 5.18 -3.76
H 5.24 4.15 -4.75
H 5.57 4.07 -3.02
H 1.42 2.58 -0.36
H 2.86 2.61 0.18
```

Results
Frontier orbital gap (alpha / beta): 0.288 / 0.291 Ha
Spin multiplicity: 11
LUMO (alpha / beta): 0.00627 / 0.00553 hartree
E_HOMO (alpha / beta): -7.680 / -7.762 eV

[4]
# C17H21BrILiN5

A structure of composition C17H21BrILiN5 (the ωB97M-V functional and the def2-TZVPD basis, the OMol25 dataset).

Geometry as XYZ:
```
46
C17H21BrILiN5 the ωB97M-V functional and the def2-TZVPD basis
Li 1.17 1.55 -0.04
I 5.02 -2.58 0.58
C 4.62 -0.72 -0.27
C 5.47 -0.16 -1.21
C 5.14 1.08 -1.74
C 3.98 1.70 -1.31
N 3.16 1.17 -0.40
C 3.49 -0.03 0.11
H 6.36 -0.68 -1.53
H 5.77 1.55 -2.48
H 3.71 2.67 -1.70
H 2.81 -0.45 0.84
Br -4.27 1.62 3.44
C -2.71 2.01 2.47
C -1.51 2.20 3.14
C -0.38 2.44 2.38
N -0.39 2.50 1.04
C -1.57 2.35 0.43
C -2.75 2.11 1.09
H -1.46 2.16 4.22
H 0.58 2.59 2.86
H -1.56 2.43 -0.65
H -3.68 2.00 0.55
C -2.83 -1.94 1.30
C -1.54 -1.66 2.03
N -0.78 -0.70 1.24
C -0.67 -0.77 -0.13
N 0.24 -0.03 -0.71
C 0.36 -0.12 -2.16
C -0.98 -0.37 -2.83
C -1.55 -1.65 -2.24
N -1.57 -1.55 -0.78
C -2.50 -2.45 -0.09
H -3.41 -1.01 1.22
H -3.44 -2.67 1.83
H -0.98 -2.59 2.17
H -1.73 -1.23 3.01
H 0.03 -0.29 1.68
H 1.05 -0.94 -2.43
H 0.82 0.80 -2.54
H -0.88 -0.46 -3.91
H -1.66 0.46 -2.61
H -0.95 -2.51 -2.55
H -2.57 -1.82 -2.58
H -2.07 -3.46 -0.03
H -3.40 -2.53 -0.69
```

Results
Relative energy (zero: lowest compared OMol25 entry of this formula, charge and spin): 0.000 eV
Frontier orbital gap: 0.333 Ha
Charge: +1
LUMO: -0.08848 hartree
E_HOMO: -11.460 eV

[5]
# C22H36BO44S9

A cluster of 10 separate species, C22H36BO44S9 in total (the ωB97M-V functional and the def2-TZVPD basis, the OMol25 dataset).

Geometry as XYZ:
```
112
C22H36BO44S9 the ωB97M-V functional and the def2-TZVPD basis
O 1.03 -2.11 1.93
C 1.09 -1.42 0.84
O 0.35 -0.31 0.37
B 0.87 0.09 -0.96
O 1.79 -0.98 -1.40
C 1.80 -1.93 -0.45
O 2.17 -3.10 -0.55
O 1.53 1.39 -0.94
C 0.63 2.28 -1.51
O 0.71 3.48 -1.72
C -0.48 1.46 -2.11
O -0.25 0.21 -1.86
O -1.40 1.91 -2.79
C 0.69 -5.83 1.25
C -0.55 -5.10 0.92
O -0.35 -4.92 -0.43
S 0.29 -6.33 -1.13
O 1.26 -6.04 -2.19
O -0.87 -7.16 -1.40
O 1.07 -6.67 0.23
H 0.61 -6.42 2.16
H 1.53 -5.13 1.22
H -0.77 -4.13 1.39
H -1.41 -5.75 1.05
C -3.92 -1.57 -2.02
C -2.74 -2.47 -2.40
O -3.00 -3.05 -3.65
S -4.59 -3.05 -4.02
O -5.14 -4.25 -3.45
O -4.82 -2.62 -5.41
O -4.85 -1.74 -3.05
H -3.59 -0.54 -2.11
H -4.23 -1.65 -0.98
H -2.39 -3.23 -1.70
H -1.86 -1.84 -2.43
C 2.29 -0.49 5.04
C 2.25 0.46 3.79
O 1.27 1.35 4.18
S -0.08 0.48 4.59
O -0.80 -0.03 3.41
O -0.81 1.14 5.67
O 0.91 -0.66 5.28
H 2.73 -0.14 5.97
H 2.70 -1.48 4.82
H 1.93 -0.01 2.85
H 3.15 1.04 3.59
C -3.03 1.70 1.01
C -4.07 0.87 1.57
O -5.26 1.14 0.87
S -5.08 2.13 -0.39
O -5.36 3.53 -0.04
O -5.80 1.53 -1.57
O -3.49 1.82 -0.32
H -2.07 1.18 0.90
H -3.00 2.72 1.39
H -4.11 1.22 2.61
H -3.84 -0.19 1.44
C -1.66 5.74 -2.67
C -2.93 5.37 -1.78
O -3.86 6.41 -2.06
S -3.84 6.66 -3.68
O -3.84 8.12 -4.02
O -4.78 5.77 -4.32
O -2.26 6.07 -3.88
H -0.99 4.89 -2.77
H -1.18 6.58 -2.16
H -2.61 5.50 -0.75
H -3.45 4.43 -1.96
C 3.89 4.81 -2.11
C 4.41 3.48 -1.55
O 5.87 3.62 -1.50
S 6.35 5.14 -1.11
O 7.34 5.70 -2.08
O 6.72 5.32 0.26
O 4.82 5.79 -1.59
H 2.93 5.07 -1.67
H 3.82 4.87 -3.20
H 3.97 2.58 -1.97
H 4.31 3.62 -0.47
C -1.45 -3.13 4.44
C -2.80 -2.53 4.93
O -3.81 -2.79 3.97
S -3.18 -3.60 2.61
O -2.45 -2.69 1.71
O -4.03 -4.63 2.01
O -1.86 -4.20 3.51
H -1.02 -3.56 5.35
H -0.71 -2.44 4.06
H -2.62 -1.50 5.23
H -3.20 -2.98 5.84
C 3.67 -6.17 -4.01
C 3.94 -5.78 -2.52
O 5.38 -5.77 -2.36
S 6.23 -6.17 -3.76
O 7.27 -7.22 -3.52
O 6.58 -4.99 -4.52
O 4.83 -6.92 -4.47
H 3.42 -5.35 -4.69
H 2.93 -6.95 -4.18
H 3.59 -6.58 -1.86
H 3.45 -4.89 -2.15
C 0.09 4.34 2.13
C 1.54 3.94 1.94
O 2.27 5.13 1.64
S 1.70 6.42 2.45
O 1.45 7.55 1.54
O 2.45 6.69 3.74
O 0.21 5.63 2.77
H -0.57 3.76 2.77
H -0.45 4.37 1.18
H 1.55 3.25 1.10
H 1.97 3.40 2.78
```

Results
Relative energy (zero: lowest compared OMol25 entry of this formula, charge and spin): 0.000 eV
Frontier orbital gap (alpha / beta): 0.095 / 0.239 Ha
Charge: -2
Spin multiplicity: 2
LUMO (alpha / beta): 0.09778 / 0.09777 hartree
E_HOMO (alpha / beta): 0.089 / -3.838 eV

The calculation returns the following max |F| values, one per record and in order: 1.17, 3.15, 5.11, 0.16, 5.43 eV/Å.
The calculation returns the following molar mass values, one per record and in order: 1213.32, 908.67, 1092.98, 509.14, 1303.90 u.